DFT (ωB97M-V/def2-TZVPD) results for a molecular structure, C39H30ClFN5O6PS4Sc.

Results
Orbital gap, eV: 6.5
ΔE to the lowest compared entry with this formula, charge and spin, kcal/mol: 34.9
Maximum force, eV/Å: 2.1
Net charge: -1
E_LUMO, eV: 2.2
Molecular weight, g/mol: 923.3

Atoms and positions in Å:
Sc: 0.59292 1.05660 0.54544
Cl: -2.18268 2.80220 1.30024
C: -3.65298 1.95300 0.94404
C: -4.87748 2.60560 0.99444
C: -6.03558 1.91390 0.68784
C: -5.97388 0.57120 0.34784
C: -4.75278 -0.07350 0.31014
C: -3.57358 0.61010 0.59264
P: -1.94498 -0.25780 0.60874
C: -2.47288 -1.36300 1.97804
C: -3.17498 -2.55050 1.82704
C: -3.56128 -3.27160 2.94184
C: -3.25898 -2.81370 4.21194
C: -2.56708 -1.62390 4.36764
C: -2.17648 -0.90010 3.25744
C: -2.18898 -1.29100 -0.87416
C: -2.85688 -0.80180 -1.99446
C: -2.98518 -1.58620 -3.12416
C: -2.43028 -2.85400 -3.16256
C: -1.73578 -3.33370 -2.06706
C: -1.62378 -2.56030 -0.92736
H: -4.91258 3.64510 1.27734
H: -6.98778 2.42520 0.70924
H: -6.88098 0.03280 0.11324
H: -4.70658 -1.11790 0.04104
H: -3.41078 -2.93050 0.84394
H: -4.11008 -4.19420 2.82024
H: -3.55928 -3.38700 5.07684
H: -2.33198 -1.25570 5.35544
H: -1.60418 0.01370 3.37684
H: -3.27618 0.19310 -1.97716
H: -3.51448 -1.20530 -3.98596
H: -2.52058 -3.45690 -4.05386
H: -1.27228 -4.30760 -2.09906
H: -1.10238 -2.94780 -0.06476
S: 0.33282 1.66140 2.96044
C: 1.93242 1.34150 3.59564
C: 2.07232 1.14730 4.96624
C: 3.31352 0.94400 5.53674
C: 4.44402 0.89890 4.73494
C: 4.31922 1.06820 3.37154
C: 3.08032 1.31230 2.78204
S: 3.04902 1.60250 1.05454
H: 1.17732 1.16980 5.57044
H: 3.40562 0.81420 6.60584
H: 5.41862 0.73210 5.17424
H: 5.18312 1.01920 2.72444
F: 0.79242 1.52450 -5.84346
C: 0.31942 2.64460 -5.26946
C: -0.12588 2.61180 -3.99436
N: -0.64498 3.71660 -3.39326
C: -1.12178 3.71250 -2.01906
C: -0.53638 2.55580 -1.18946
O: 0.41912 2.82390 -0.42616
O: -1.04978 1.42890 -1.26876
C: -0.74318 4.92120 -4.06336
O: -1.23078 5.91300 -3.57196
N: -0.24978 4.91280 -5.34776
C: 0.28912 3.85220 -6.07486
O: 0.65152 4.00710 -7.21876
H: -0.05048 1.70270 -3.41206
H: -2.21588 3.63460 -2.01056
H: -0.82078 4.65690 -1.55486
H: -0.30098 5.80260 -5.83326
N: 7.37322 -1.76230 -0.15256
C: 6.09642 -1.54900 -0.64526
C: 5.29912 -2.62760 -1.03446
C: 4.02532 -2.41390 -1.52486
C: 3.53652 -1.12330 -1.63086
C: 4.33982 -0.04190 -1.31356
C: 5.61842 -0.25060 -0.83846
S: 1.79722 -0.83940 -1.91286
O: 1.57942 0.45770 -2.50596
O: 1.21172 -1.98210 -2.56556
N: 1.21772 -0.67070 -0.40176
C: 1.08202 -1.66620 0.45084
S: 1.61322 -3.32040 0.17324
C: 1.02242 -3.71130 1.76644
C: 0.48732 -2.62070 2.35134
N: 0.52312 -1.47260 1.62044
H: 7.53202 -2.66480 0.26984
H: 7.75342 -0.99640 0.38244
H: 5.67972 -3.63280 -0.92256
H: 3.39842 -3.23960 -1.82076
H: 3.94262 0.95350 -1.42986
H: 6.23992 0.59220 -0.57546
H: 1.11332 -4.70590 2.15134
H: 0.03232 -2.58390 3.32414